Record 1
DFT (ωB97M-V/def2-TZVPD) results for a molecular structure, C28H24CdCl3N8O9.

multiplicity	1
DFT total energy	-3744.93998	Ha
charge	-1
highest occupied orbital energy	-5.31	eV
Kohn-Sham gap	6.9871	eV
energy above the lowest of the compared OMol25 structures with the same formula, charge and spin	64.0	kJ/mol
E_LUMO	0.0617	Ha

Structure (XYZ):
```
73
Properties=species:S:1:pos:R:3:forces:R:3:lowdin_charge:R:1
Cd 0.6914 1.1344 -0.2600 0.127 0.085 0.162 1.37
O 1.5054 1.6612 3.7815 0.017 0.075 0.059 0.02
C 1.7626 1.2802 2.6485 0.018 -0.075 0.020 -0.64
O 0.9128 0.7152 1.8621 -0.067 0.002 -0.192 -0.18
C 3.2187 1.3624 2.1795 0.060 -0.014 0.094 -0.05
C 4.1545 1.4107 3.1897 -0.025 -0.005 -0.131 0.06
C 5.5225 1.4005 2.9203 0.051 -0.009 0.166 -0.16
C 5.9899 1.3252 1.6246 -0.088 -0.021 -0.110 0.06
C 5.0627 1.2586 0.6114 0.224 0.014 -0.038 -0.08
C 3.6466 1.3475 0.8005 -0.194 0.054 0.108 -0.34
O 2.8817 1.4496 -0.2051 -0.058 -0.121 -0.050 -0.14
N 5.5993 1.0802 -0.7380 -0.058 -0.082 0.137 -0.35
O 6.6370 1.6565 -1.0175 0.039 0.059 -0.068 0.06
O 5.0213 0.3188 -1.4909 0.010 -0.005 -0.036 0.07
N 6.4794 1.4331 4.0110 -0.146 0.080 -0.134 -0.37
O 7.6691 1.4179 3.7319 0.089 -0.028 0.042 0.04
O 6.0542 1.4795 5.1526 0.024 -0.025 0.049 0.05
H 3.7983 1.4588 4.2082 0.002 -0.005 0.005 0.13
H 7.0474 1.3033 1.4079 -0.023 -0.005 0.005 0.13
Cl 0.9147 5.5066 -6.2581 -0.002 -0.010 0.031 0.61
C 0.7020 4.8128 -4.6675 0.010 -0.031 -0.059 -0.69
C 0.8140 3.4477 -4.4933 0.002 0.084 -0.012 -0.16
C 0.6363 2.9217 -3.2290 0.015 -0.123 -0.022 -0.55
Cl 0.7646 1.1756 -3.0675 0.036 0.115 -0.057 0.69
C 0.3598 3.6853 -2.0658 -0.050 0.033 0.006 -0.52
O 0.1964 3.2163 -0.8894 0.008 -0.228 -0.048 -0.22
C 0.2527 5.0787 -2.3395 -0.010 0.016 0.037 -0.59
Cl -0.1139 6.1239 -1.0016 0.006 -0.009 -0.008 0.67
C 0.4174 5.6340 -3.5891 0.001 0.018 -0.004 -0.15
H 1.0416 2.8000 -5.3272 -0.007 -0.017 -0.012 0.10
H 0.3273 6.7027 -3.7192 -0.005 0.015 0.000 0.10
C -0.2612 -3.7269 -0.7681 -0.058 -0.041 -0.030 -0.03
N 1.0621 -3.4277 -0.2517 -0.004 0.087 -0.006 -0.14
C 1.8584 -4.4767 0.3616 0.020 -0.095 0.037 -0.05
C 1.4459 -2.1327 -0.2611 -0.026 0.085 -0.017 -0.47
C 2.7657 -1.7487 0.3239 0.047 0.001 0.020 0.03
O 0.6841 -1.2824 -0.7422 -0.011 0.038 -0.078 -0.08
H -0.4329 -4.7988 -0.7062 -0.012 0.014 -0.006 0.08
H -0.3500 -3.4112 -1.8080 -0.004 0.010 0.001 0.09
H -1.0316 -3.2061 -0.1954 0.002 -0.001 -0.006 0.07
H 1.3361 -5.4224 0.2377 0.019 0.009 0.011 0.08
H 2.0026 -4.3049 1.4298 0.009 -0.009 -0.011 0.10
H 2.8348 -4.5683 -0.1146 -0.015 -0.016 0.010 0.09
H 3.4202 -2.5864 0.5448 0.000 0.033 -0.012 0.07
H 2.5581 -1.1979 1.2442 0.001 0.036 0.024 0.09
H 3.2604 -1.0585 -0.3594 0.009 0.017 -0.010 0.08
C -2.2179 -0.6782 -2.1933 0.009 -0.067 0.014 -0.02
C -2.5265 0.2196 -1.0487 0.066 -0.068 -0.083 -0.37
N -1.6422 0.8415 -0.3128 -0.010 0.072 0.086 0.04
C -2.3379 1.5933 0.6086 -0.067 -0.045 0.049 -0.10
C -3.6672 1.4066 0.4320 -0.006 0.032 0.009 -0.04
N -3.7870 0.5336 -0.6352 0.036 0.024 -0.021 -0.03
C -5.0062 -0.0500 -1.1191 -0.010 -0.001 -0.062 -0.07
N -5.6357 -0.8607 -0.1007 0.047 -0.081 0.133 -0.06
N -6.9607 -0.7538 0.1221 -0.136 0.104 -0.141 0.04
N -7.3171 -1.5819 1.0259 -0.004 -0.017 0.020 0.06
C -6.1993 -2.2707 1.4428 -0.012 -0.038 0.040 -0.24
C -6.0551 -3.2601 2.4225 0.018 0.035 -0.042 -0.02
C -4.7889 -3.7401 2.6432 0.073 0.020 -0.035 -0.08
C -3.6771 -3.2480 1.9206 -0.048 -0.037 0.045 -0.07
C -3.8014 -2.2805 0.9539 -0.081 0.017 0.017 0.00
C -5.1013 -1.8085 0.7223 0.123 0.016 -0.024 -0.16
H -1.1502 -0.8807 -2.1834 -0.008 0.004 -0.004 0.03
H -2.4826 -0.2112 -3.1432 0.017 0.003 -0.022 0.09
H -2.7473 -1.6306 -2.1170 -0.012 -0.020 0.001 0.08
H -1.8238 2.2066 1.3271 0.019 0.012 0.051 0.11
H -4.5276 1.7878 0.9504 -0.041 0.034 0.023 0.12
H -4.7629 -0.6583 -1.9908 -0.041 0.048 0.023 0.13
H -5.7391 0.7055 -1.4049 0.058 -0.031 0.046 0.14
H -6.9089 -3.6149 2.9813 -0.035 -0.002 0.012 0.11
H -4.6266 -4.4979 3.3970 0.013 -0.019 0.016 0.10
H -2.6930 -3.6320 2.1523 0.030 -0.016 0.010 0.10
H -2.9368 -1.8854 0.4407 0.022 0.015 -0.023 0.09
```
Forces are in eV/Å.


Record 2
DFT (ωB97M-V/def2-TZVPD) results for a molecular structure, C28H24BF4FeN5O4.

multiplicity	5
DFT total energy	-3344.41006	Ha
charge	-2
highest occupied orbital energy (alpha / beta)	-0.37 / -1.36	eV
Kohn-Sham gap (alpha / beta)	4.4990 / 5.7175	eV
energy above the lowest of the compared OMol25 structures with the same formula, charge and spin	202.4	kJ/mol
E_LUMO (alpha / beta)	0.1519 / 0.1600	Ha
⟨S²⟩	6.087

Structure (XYZ):
```
67
Properties=species:S:1:pos:R:3:forces:R:3:lowdin_charge:R:1
Fe 1.6806 0.5087 -0.0365 -0.419 0.370 -0.073 0.92
C 2.2713 0.1181 4.1452 -0.031 0.002 -0.037 -0.02
C 2.6005 0.2010 2.6794 -0.030 -0.068 0.084 -0.43
O 1.6249 0.5944 1.9399 0.019 0.010 -0.081 -0.10
C 3.8266 -0.2374 2.2077 0.050 0.116 -0.027 -0.03
C 4.0304 -0.1607 0.8133 0.084 -0.146 -0.068 -0.34
C 4.5831 -1.3050 0.0197 0.041 0.027 0.053 -0.01
N 3.6421 0.9092 0.1181 0.200 0.113 0.276 -0.04
N 3.7185 2.1403 0.8066 -0.127 -0.024 -0.254 0.08
C 2.7217 2.9218 0.5180 0.146 0.174 0.075 -0.49
O 1.6335 2.5818 -0.0761 -0.026 -0.421 -0.156 -0.09
C 2.8643 4.3652 0.8949 -0.047 -0.099 0.133 -0.13
C 4.0783 4.8898 1.3331 -0.018 0.010 0.028 -0.04
C 4.1811 6.2305 1.6694 0.002 -0.015 -0.006 -0.11
C 3.0733 7.0643 1.5697 -0.006 0.042 0.008 -0.13
C 1.8626 6.5470 1.1307 -0.001 -0.006 -0.003 -0.10
C 1.7582 5.2041 0.7950 0.061 -0.015 -0.015 -0.03
H 1.5153 -0.6549 4.2948 0.000 -0.009 -0.013 0.09
H 1.8432 1.0708 4.4618 0.016 0.008 0.003 0.08
H 3.1477 -0.1101 4.7490 0.009 -0.010 -0.010 0.07
H 4.4424 -0.8535 2.8477 -0.015 -0.044 -0.023 0.10
H 4.8609 -2.1308 0.6721 -0.005 -0.008 -0.004 0.08
H 5.4352 -0.9693 -0.5737 0.020 -0.022 0.015 0.08
H 3.8183 -1.6747 -0.6648 -0.014 0.031 -0.026 0.08
H 4.9277 4.2240 1.4039 -0.001 -0.010 -0.003 0.10
H 5.1308 6.6290 2.0078 -0.002 0.008 0.002 0.09
H 3.1557 8.1133 1.8309 -0.001 -0.001 -0.001 0.08
H 0.9946 7.1906 1.0477 0.004 0.010 0.004 0.09
H 0.8283 4.7778 0.4437 -0.009 -0.004 0.001 0.11
C -5.1329 -5.0155 1.1489 -0.014 0.016 0.018 -0.12
O -4.7341 -5.2052 -0.1883 0.019 -0.025 -0.006 -0.13
C -4.6873 -4.0481 -0.9579 -0.028 -0.004 0.019 -0.32
C -5.7093 -3.1043 -0.9551 0.048 -0.044 -0.023 -0.05
C -5.6138 -1.9861 -1.7631 -0.019 0.017 -0.017 -0.06
C -4.5023 -1.7540 -2.5987 -0.067 0.046 -0.025 -0.36
C -3.4917 -2.7382 -2.5886 0.058 -0.001 -0.002 -0.02
C -3.5871 -3.8572 -1.7794 -0.023 0.023 0.024 -0.01
N -4.5515 -0.6294 -3.3963 0.090 0.019 -0.043 -0.05
N -3.4586 -0.1614 -3.9912 -0.036 -0.050 0.055 -0.02
C -2.2209 -0.1556 -3.3829 -0.056 -0.014 -0.072 -0.30
C -1.0935 -0.1722 -4.2081 -0.007 -0.020 -0.037 -0.06
C 0.2244 -0.0815 -3.7416 -0.049 0.025 0.106 -0.01
C 0.4855 0.0557 -2.3938 -0.127 0.001 -0.114 -0.32
O 1.7077 0.1809 -1.8528 0.122 -0.121 0.120 -0.15
C -0.6254 0.1154 -1.5361 0.017 -0.009 -0.081 -0.13
N -0.3004 0.3249 -0.2279 0.212 0.054 0.181 0.05
C -1.2334 0.4594 0.6816 -0.120 0.003 -0.027 -0.09
C -2.5904 0.4260 0.3344 0.118 0.010 0.025 -0.04
C -2.9452 0.2196 -0.9796 -0.041 -0.011 -0.095 0.01
C -1.9676 0.0255 -1.9735 -0.059 0.009 0.080 -0.08
H -4.8282 -5.9034 1.7033 -0.011 -0.007 -0.004 0.08
H -6.2196 -4.9008 1.2435 0.014 0.009 0.002 0.07
H -4.6477 -4.1365 1.5831 0.005 -0.005 0.002 0.10
H -6.5818 -3.2417 -0.3268 -0.003 -0.005 0.007 0.10
H -6.4086 -1.2487 -1.7753 0.000 0.003 0.003 0.09
H -2.6176 -2.6191 -3.2127 0.008 0.035 -0.018 0.10
H -2.7867 -4.5863 -1.7586 -0.005 -0.024 -0.002 0.11
H -1.2750 -0.2707 -5.2718 -0.006 -0.001 -0.003 0.09
H 1.0520 -0.1109 -4.4398 0.022 -0.001 0.001 0.11
H -0.8917 0.6088 1.6985 0.023 0.001 0.008 0.11
H -3.3403 0.5643 1.1007 -0.013 -0.008 -0.003 0.09
H -3.9862 0.2148 -1.2713 0.019 0.016 0.043 0.10
F 2.3040 -3.2094 2.0493 0.012 -0.021 0.046 0.10
B 1.6529 -3.1243 0.8097 0.103 0.087 0.098 -1.23
F 1.6475 -1.7233 0.4208 -0.060 0.018 -0.103 0.05
F 0.3410 -3.5610 0.9070 -0.068 -0.014 -0.001 0.12
F 2.3627 -3.8358 -0.1590 0.022 -0.022 -0.044 0.11
```
Forces are in eV/Å.


Record 3
DFT (ωB97M-V/def2-TZVPD) results for 4 unconnected molecules or ions with the total composition C19H42FN2O9.

multiplicity	1
DFT total energy	-1635.43494	Ha
charge	+1
highest occupied orbital energy	-11.99	eV
Kohn-Sham gap	8.7401	eV
E_LUMO	-0.1195	Ha

Structure (XYZ):
```
73
Properties=species:S:1:pos:R:3:forces:R:3:lowdin_charge:R:1
C 0.1557 -1.5097 4.9845 -0.094 -0.075 -0.077 -0.09
C -0.8919 -0.6469 5.6868 -0.056 -0.026 0.003 -0.27
C -1.6597 0.2209 4.6870 0.008 -0.097 -0.133 -0.19
C -2.5600 1.3137 5.2895 0.077 0.098 -0.140 -0.17
N -3.0497 1.1384 6.6615 -0.016 0.094 0.002 0.00
N -3.8761 -0.0272 6.8579 -0.039 -0.201 0.021 0.04
C -5.1159 -0.0648 5.9959 -0.196 0.126 0.056 -0.09
C -4.9529 -0.9340 4.7473 -0.002 -0.102 0.043 -0.14
C -5.3215 -0.2055 3.4616 0.025 0.119 0.081 -0.21
F -5.4627 -1.1422 2.4684 0.038 -0.125 -0.161 -0.02
H -0.3306 -2.3327 4.4519 0.094 0.092 -0.002 0.08
H 0.8623 -1.9426 5.6942 -0.055 0.043 -0.075 0.08
H 0.7059 -0.9178 4.2479 0.047 -0.075 0.137 0.08
H -1.5811 -1.3345 6.2079 0.158 0.124 0.067 0.09
H -0.4133 -0.0260 6.4541 -0.021 -0.022 -0.100 0.11
H -0.9274 0.7192 4.0427 -0.121 -0.032 0.041 0.12
H -2.2375 -0.4284 4.0161 0.125 0.089 0.084 0.10
H -2.0170 2.2616 5.3375 -0.052 -0.111 0.086 0.14
H -3.4246 1.5131 4.6527 0.113 0.016 0.049 0.10
H -2.2670 1.0374 7.3023 -0.050 -0.010 0.013 0.13
H -4.1782 0.0123 7.8324 0.072 0.016 -0.008 0.19
H -3.3581 -0.9069 6.7306 0.006 0.060 -0.034 0.15
H -5.9012 -0.4536 6.6465 0.054 0.056 -0.103 0.14
H -5.3525 0.9794 5.7771 0.051 -0.110 0.029 0.14
H -5.5979 -1.8133 4.8203 0.054 0.103 0.020 0.13
H -3.9260 -1.3103 4.6719 -0.157 0.015 -0.027 0.10
H -4.5452 0.5000 3.1475 -0.082 -0.026 0.039 0.11
H -6.2700 0.3315 3.5610 0.046 -0.041 0.037 0.13
C -0.8169 -2.1934 0.6293 0.048 -0.011 0.064 -0.05
C -0.7851 -0.7388 0.2181 -0.086 0.032 0.018 -0.21
O 0.5419 -0.1904 0.2853 0.034 -0.011 0.017 0.03
C 1.3370 -0.4930 -0.7484 -0.008 0.031 -0.016 -0.61
O 1.0230 -1.1599 -1.7008 -0.003 -0.013 0.032 0.12
O 2.5172 0.0751 -0.5462 -0.017 0.005 0.018 0.01
C 3.4791 -0.1548 -1.5896 0.076 -0.006 -0.050 -0.01
H -0.3650 -2.3120 1.6162 -0.030 -0.029 0.008 0.07
H -1.8498 -2.5420 0.6708 -0.005 -0.006 0.000 0.08
H -0.2735 -2.8184 -0.0768 -0.005 0.040 -0.029 0.08
H -1.3563 -0.1217 0.9117 -0.006 -0.002 -0.007 0.11
H -1.1911 -0.5933 -0.7816 0.032 -0.012 -0.018 0.11
H 3.0805 0.1548 -2.5528 -0.010 -0.003 0.003 0.09
H 3.7514 -1.2072 -1.6303 -0.027 -0.007 -0.009 0.11
H 4.3443 0.4445 -1.3334 -0.007 -0.002 0.025 0.08
C -0.2744 1.1532 -3.8030 -0.053 0.066 -0.011 -0.05
C -1.1937 -0.0453 -3.8592 0.112 -0.056 0.024 -0.20
O -2.5798 0.3411 -3.7576 0.085 0.259 0.104 0.03
C -3.1214 0.8159 -4.8786 -0.281 -0.885 -0.199 -0.62
O -2.5926 0.8598 -5.9581 0.133 0.346 0.032 0.13
O -4.4006 1.1029 -4.6326 0.044 0.231 0.066 0.00
C -5.1353 1.5446 -5.7808 -0.023 0.044 0.011 -0.04
H -0.4629 1.7390 -2.9011 0.025 -0.024 0.017 0.08
H 0.7617 0.8155 -3.7877 0.003 -0.016 0.002 0.07
H -0.4174 1.7956 -4.6708 0.005 -0.014 -0.012 0.08
H -1.0283 -0.6994 -3.0081 -0.018 -0.015 -0.012 0.09
H -1.0450 -0.6213 -4.7714 -0.051 0.053 -0.040 0.13
H -5.0666 0.8143 -6.5840 0.014 -0.008 0.007 0.10
H -4.7529 2.5018 -6.1306 0.002 -0.008 -0.017 0.10
H -6.1627 1.6473 -5.4460 0.005 0.009 0.003 0.09
C 8.1834 -1.0417 -6.2336 0.017 -0.004 0.056 -0.06
C 6.7525 -0.5637 -6.1481 -0.034 -0.016 -0.103 -0.20
O 6.3528 -0.3241 -4.7814 -0.043 0.043 0.033 0.03
C 6.7676 0.8278 -4.2634 0.145 -0.141 0.065 -0.61
O 7.4042 1.6800 -4.8235 -0.046 0.047 -0.027 0.13
O 6.3699 0.8749 -2.9864 -0.062 0.061 0.023 -0.02
C 6.7837 2.0547 -2.2869 -0.012 0.007 0.002 -0.04
H 8.3249 -1.9344 -5.6241 0.001 -0.008 -0.015 0.08
H 8.4229 -1.2900 -7.2678 0.003 -0.001 -0.007 0.08
H 8.8738 -0.2692 -5.8983 -0.016 0.004 -0.012 0.08
H 6.0583 -1.3260 -6.4950 -0.002 0.006 0.014 0.12
H 6.5976 0.3470 -6.7246 0.018 0.012 0.014 0.12
H 6.4744 2.9484 -2.8241 0.003 0.002 -0.002 0.10
H 7.8651 2.0633 -2.1637 0.004 0.006 -0.023 0.10
H 6.2979 2.0069 -1.3164 0.010 -0.004 0.002 0.09
```
Forces are in eV/Å.